# 1
{
  "formula": "C32H51ClNO15",
  "method": "ωB97M-V/def2-TZVPD",
  "orbital_gap_ev": 9.70,
  "e_homo_ev": -12.0,
  "total_charge": 1,
  "symbols": ["C", "C", "O", "C", "O", "C", "C", "N", "C", "C", "C", "O", "Cl", "H", "H", "H", "H", "H", "H", "H", "H", "H", "H", "H", "H", "H", "H", "H", "O", "C", "O", "C", "C", "C", "H", "H", "H", "H", "H", "H", "O", "C", "O", "C", "C", "C", "H", "H", "H", "H", "H", "H", "O", "C", "O", "C", "C", "C", "H", "H", "H", "H", "H", "H", "O", "C", "O", "C", "C", "C", "H", "H", "H", "H", "H", "H", "O", "C", "O", "C", "C", "C", "H", "H", "H", "H", "H", "H", "O", "C", "O", "C", "C", "C", "H", "H", "H", "H", "H", "H"],
  "coordinates": [[1.1550, 4.0267, 1.8228], [2.6568, 4.0090, 1.5715], [3.0383, 2.8126, 0.8608], [2.8586, 2.8029, -0.5083], [1.9600, 3.8285, -0.8763], [1.2317, 3.5079, -2.0365], [0.1801, 2.4766, -1.6633], [0.8212, 1.4702, -0.7239], [2.3155, 1.4164, -0.9071], [2.9886, 0.2726, -0.1221], [2.0506, -0.8956, 0.0446], [1.0974, -0.9014, 0.7443], [2.4069, -2.2450, -1.0108], [0.6666, 3.2897, 1.1901], [0.9187, 3.7372, 2.8426], [0.7150, 4.9968, 1.6031], [3.0002, 4.8915, 1.0301], [3.2207, 3.9681, 2.4994], [3.8044, 2.9465, -1.0544], [0.7337, 4.3980, -2.4132], [1.8959, 3.1325, -2.8222], [-0.6458, 2.9333, -1.1196], [-0.1969, 1.9435, -2.5348], [0.6414, 1.7500, 0.2489], [0.3785, 0.5625, -0.8560], [2.5029, 1.2616, -1.9712], [3.8664, -0.0418, -0.6790], [3.3009, 0.6130, 0.8663], [-1.8256, 3.8543, 1.1307], [-2.3147, 2.7694, 0.9891], [-3.4259, 2.5563, 0.2599], [-3.8396, 1.1738, 0.3476], [-2.5774, 0.4106, 0.7425], [-1.8434, 1.4485, 1.5854], [-4.6213, 1.0955, 1.1023], [-4.2522, 0.8819, -0.6135], [-2.7995, -0.5169, 1.2641], [-1.9983, 0.1638, -0.1522], [-2.1422, 1.4304, 2.6350], [-0.7557, 1.3827, 1.5732], [-0.7425, -2.1697, -5.3248], [0.0651, -3.0519, -5.3029], [0.7494, -3.4384, -6.4020], [1.5881, -4.5688, -6.1050], [1.8093, -4.5130, -4.5953], [0.4956, -3.8976, -4.1180], [1.0641, -5.4755, -6.4130], [2.4980, -4.4697, -6.6906], [2.0350, -5.4852, -4.1631], [2.6390, -3.8396, -4.3733], [-0.2726, -4.6499, -3.9325], [0.5938, -3.2629, -3.2427], [1.0472, 1.3452, 3.4382], [1.0577, 0.2699, 3.9765], [0.0454, -0.1411, 4.7565], [0.3521, -1.4206, 5.3589], [1.4058, -2.0393, 4.4477], [2.1335, -0.7991, 3.9355], [0.7340, -1.2472, 6.3646], [-0.5659, -1.9931, 5.4301], [2.0380, -2.7490, 4.9754], [0.9240, -2.5554, 3.6151], [2.9390, -0.4851, 4.6027], [2.5283, -0.8918, 2.9269], [3.3646, 0.9673, -4.5153], [4.1904, 1.8042, -4.7573], [4.6154, 2.6538, -3.7972], [5.5281, 3.6322, -4.3455], [6.0697, 2.9831, -5.6159], [4.8860, 2.1226, -6.0609], [4.9632, 4.5431, -4.5495], [6.2857, 3.8403, -3.5953], [6.3950, 3.7135, -6.3521], [6.9190, 2.3449, -5.3712], [4.1810, 2.6727, -6.6876], [5.1577, 1.2040, -6.5732], [-6.6240, 0.1630, -0.0782], [-7.1684, 0.5214, -1.0834], [-6.7577, 0.1015, -2.3019], [-7.5158, 0.7521, -3.3413], [-8.8090, 1.2012, -2.6687], [-8.3375, 1.4717, -1.2418], [-6.9286, 1.5953, -3.7107], [-7.6565, 0.0371, -4.1471], [-9.2632, 2.0572, -3.1618], [-9.5303, 0.3837, -2.6714], [-7.9595, 2.4880, -1.1122], [-9.0814, 1.2787, -0.4739], [1.2538, -3.7757, 7.4944], [0.2086, -4.3589, 7.5191], [-0.9539, -3.7331, 7.2136], [-2.0723, -4.6261, 7.3788], [-1.4753, -6.0276, 7.2913], [-0.0741, -5.8078, 7.8594], [-2.5216, -4.4273, 8.3532], [-2.7983, -4.4029, 6.6014], [-2.0654, -6.7696, 7.8233], [-1.4051, -6.3340, 6.2468], [-0.0415, -5.9069, 8.9462], [0.6924, -6.4475, 7.4310]]
}

# 2
{
  "formula": "C32H52AsF5NO8P2RuSSi4",
  "method": "ωB97M-V/def2-TZVPD",
  "orbital_gap_ev": [7.64, 4.93],
  "e_homo_ev": [-7.3, -7.4],
  "relative_energy_ev": 0.473,
  "multiplicity": 6,
  "symbols": ["Ru", "C", "C", "O", "P", "O", "O", "O", "P", "O", "O", "O", "H", "H", "H", "H", "H", "H", "H", "C", "Si", "C", "C", "N", "C", "C", "C", "C", "C", "C", "O", "C", "C", "C", "C", "C", "C", "H", "H", "H", "H", "H", "H", "H", "H", "H", "H", "H", "H", "H", "H", "H", "H", "H", "H", "C", "Si", "C", "C", "As", "Si", "C", "C", "C", "Si", "C", "C", "C", "H", "H", "H", "H", "H", "H", "H", "H", "H", "H", "H", "H", "H", "H", "H", "H", "H", "H", "H", "H", "H", "H", "H", "H", "H", "H", "H", "F", "C", "C", "F", "C", "F", "C", "S", "C", "F", "C", "F"],
  "coordinates": [[-0.4502, -0.2881, 0.4163], [-2.8516, -0.8525, 4.6389], [-1.4050, -0.4031, 4.6511], [-0.9252, -0.4065, 5.9886], [-1.0413, 1.2435, 3.8740], [-2.2536, 2.2082, 4.3042], [0.2223, 1.6582, 4.5846], [-1.0086, 1.0842, 2.3808], [-0.3167, -1.4999, 3.6606], [-0.0752, -2.8423, 4.4814], [1.0967, -0.8129, 3.7490], [-0.7859, -1.7920, 2.2774], [-3.4756, -0.0834, 5.0928], [-2.9478, -1.7705, 5.2209], [-3.1930, -1.0415, 3.6278], [-0.2813, 0.3159, 6.0618], [-1.9230, 2.9112, 4.8755], [1.0547, 0.0940, 4.1413], [-0.6386, -3.5590, 4.1661], [-3.8123, -0.3152, 1.1294], [-3.5064, 1.2130, 0.1263], [-5.0675, 1.2843, -0.9419], [-3.3529, 2.8123, 1.0760], [-2.0105, 0.9106, -0.8281], [-1.9133, 1.3606, -2.0873], [-2.7138, 2.4722, -2.5312], [-2.7349, 2.9170, -3.8183], [-1.9203, 2.2968, -4.7722], [-1.0709, 1.2741, -4.3988], [-1.0271, 0.8077, -3.0860], [-0.1586, -0.1579, -2.7095], [0.3129, -0.9996, -3.7369], [-0.5941, -1.6998, -4.5124], [-0.1347, -2.4629, -5.5704], [1.2255, -2.5225, -5.8543], [2.1218, -1.8432, -5.0477], [1.6674, -1.0805, -3.9780], [-4.5097, -0.0740, 1.9354], [-2.9141, -0.7418, 1.5704], [-4.2718, -1.0825, 0.5027], [-5.8841, 0.8158, -0.3862], [-4.9491, 0.7341, -1.8793], [-5.3809, 2.3001, -1.1896], [-3.9965, 3.5803, 0.6381], [-2.3270, 3.1810, 1.0946], [-3.6549, 2.6585, 2.1119], [-3.3045, 2.9871, -1.7925], [-3.3698, 3.7487, -4.0945], [-1.9301, 2.6282, -5.8021], [-0.4262, 0.8311, -5.1414], [-1.6517, -1.6370, -4.2867], [-0.8416, -3.0228, -6.1677], [1.5789, -3.1048, -6.6949], [3.1840, -1.8990, -5.2483], [2.3587, -0.5629, -3.3329], [3.4401, 0.8005, 3.7985], [3.0939, 1.8342, 2.2648], [2.0279, 3.3224, 2.6623], [4.8221, 2.4786, 1.8674], [1.9410, 0.5851, 0.4999], [1.9020, 2.4185, -1.1176], [0.3227, 3.2728, -0.5437], [1.8567, 2.2561, -2.9805], [3.3341, 3.6179, -0.9676], [3.4111, -1.3331, 0.3535], [5.1511, -0.8661, 0.8683], [3.5882, -2.1879, -1.2959], [2.7039, -2.5914, 1.5345], [2.7158, 1.0234, 4.5847], [4.4314, 1.0644, 4.1698], [3.4159, -0.2730, 3.6183], [2.1807, 3.5947, 3.7096], [0.9695, 3.0899, 2.5435], [2.2783, 4.1819, 2.0398], [5.2365, 2.7892, 2.8313], [4.8516, 3.3355, 1.2102], [5.4817, 1.7162, 1.4575], [-0.3271, 2.5810, -0.0058], [-0.2465, 3.6750, -1.3865], [0.5525, 4.0913, 0.1408], [1.1094, 1.5844, -3.3887], [2.8345, 1.9743, -3.3787], [1.6278, 3.2647, -3.3368], [3.3164, 4.1966, -0.0491], [3.2644, 4.3159, -1.8065], [4.2939, 3.1064, -1.0407], [5.5742, -0.1200, 0.1927], [5.7755, -1.7626, 0.8068], [5.2115, -0.4834, 1.8869], [4.1258, -1.5879, -2.0343], [2.6236, -2.4835, -1.7137], [4.1677, -3.0958, -1.1076], [2.9565, -2.3858, 2.5752], [3.0768, -3.5828, 1.2655], [1.6150, -2.6186, 1.4527], [-4.7415, -6.5704, -1.1770], [-3.7671, -5.6678, -1.0392], [-2.7217, -5.6161, -1.9401], [-2.6841, -6.4803, -2.9617], [-1.7175, -4.6817, -1.7833], [-0.7222, -4.7236, -2.6704], [-1.6949, -3.7406, -0.7480], [-0.3548, -2.6121, -0.6346], [-2.7558, -3.8458, 0.1493], [-2.8362, -3.0333, 1.2085], [-3.7719, -4.7770, 0.0127], [-4.7613, -4.8206, 0.9139]]
}

# 3
{
  "formula": "C32H52Cl12I2N3O",
  "method": "ωB97M-V/def2-TZVPD",
  "orbital_gap_ev": 8.25,
  "e_homo_ev": -11.8,
  "relative_energy_ev": 1.311,
  "total_charge": 1,
  "symbols": ["C", "C", "O", "N", "C", "C", "C", "N", "C", "C", "C", "C", "C", "C", "C", "C", "C", "C", "C", "I", "C", "C", "I", "C", "N", "C", "Cl", "C", "C", "Cl", "H", "H", "H", "H", "H", "H", "H", "H", "H", "H", "H", "H", "H", "H", "H", "H", "H", "H", "H", "H", "H", "H", "H", "H", "H", "H", "H", "H", "H", "H", "H", "H", "Cl", "C", "C", "Cl", "H", "H", "H", "H", "Cl", "C", "C", "Cl", "H", "H", "H", "H", "Cl", "C", "C", "Cl", "H", "H", "H", "H", "Cl", "C", "C", "Cl", "H", "H", "H", "H", "Cl", "C", "C", "Cl", "H", "H", "H", "H"],
  "coordinates": [[2.9831, -1.8664, -1.7142], [2.3963, -1.0650, -2.8941], [1.8221, -1.6913, -3.7647], [2.5179, 0.3685, -3.0935], [3.8318, 0.9294, -2.6737], [1.4075, 1.1444, -2.6808], [0.7447, 1.1299, -1.4340], [1.1309, 0.2273, -0.3934], [0.2936, -0.7624, -0.3617], [0.1795, -1.6049, 0.9179], [-0.6261, -1.1999, -1.5151], [-0.3562, 2.0233, -1.1019], [-1.0083, 2.0416, 0.2871], [-2.1960, 1.0561, 0.5313], [-3.5989, 1.5197, -0.0058], [-4.6399, 1.1378, 1.1283], [-4.0162, 0.7020, -1.2669], [-0.7659, 2.9270, -2.1397], [-1.8787, 3.9847, -1.9831], [-3.3257, 3.7275, -3.5600], [-1.2311, 5.4429, -2.0599], [-2.1575, 6.4146, -1.2386], [0.7252, 5.4532, -1.0990], [-0.0960, 2.8954, -3.3863], [0.9243, 2.0564, -3.6239], [1.5361, 2.1189, -4.9472], [2.8773, 3.2367, -5.2445], [1.0767, 1.3009, -5.9099], [-0.0691, 0.3073, -5.7410], [1.8647, 1.3651, -7.4852], [2.3586, -2.7169, -1.4014], [3.2393, -1.1903, -0.8725], [3.9570, -2.2772, -2.0655], [3.6488, 1.9027, -2.1779], [4.3875, 1.1791, -3.6021], [4.4746, 0.2480, -2.0917], [0.6439, -1.0867, 1.7702], [0.6054, -2.6116, 0.7230], [-0.9209, -1.7725, 1.0475], [-1.5454, -0.5828, -1.6084], [-0.1506, -1.1953, -2.5114], [-0.9926, -2.2353, -1.3427], [-0.2343, 1.8236, 1.0546], [-1.3329, 3.0838, 0.4832], [-2.3141, 0.9984, 1.6362], [-2.0162, 0.0247, 0.1942], [-3.6808, 2.6156, -0.1238], [-5.6400, 0.9305, 0.7099], [-4.2558, 0.3014, 1.7560], [-4.6877, 2.0132, 1.8161], [-4.0393, -0.3731, -0.9864], [-5.0430, 1.0123, -1.5515], [-3.3326, 0.8545, -2.1274], [-2.2965, 3.9131, -0.9697], [-1.1872, 5.7974, -3.1038], [-1.5665, 7.1143, -0.6228], [-2.7935, 6.9522, -1.9743], [-2.8540, 5.8879, -0.5592], [-0.4168, 3.5941, -4.1751], [-0.4593, 0.0884, -6.7557], [0.3004, -0.6571, -5.3379], [-0.8801, 0.6832, -5.0867], [2.5508, -3.6303, 2.9751], [3.8938, -2.6220, 3.5734], [3.8604, -1.2228, 3.0041], [4.2219, -1.1998, 1.2574], [4.8259, -3.1288, 3.3314], [3.7982, -2.5804, 4.6582], [4.6170, -0.6102, 3.4935], [2.8908, -0.7501, 3.1527], [8.6320, 1.6977, -2.6440], [8.0695, 2.5264, -4.1171], [7.3298, 3.8044, -3.8038], [5.7619, 3.4943, -3.0108], [7.4467, 1.8314, -4.6776], [8.9540, 2.7501, -4.7129], [7.1176, 4.3440, -4.7264], [7.9115, 4.4560, -3.1547], [-2.1856, -3.7386, 1.6641], [-0.9797, -4.7839, 2.4598], [-1.6166, -5.9855, 3.1105], [-2.6158, -5.5335, 4.5146], [-0.4371, -4.1781, 3.1820], [-0.2786, -5.1071, 1.6894], [-0.8423, -6.6610, 3.4734], [-2.2467, -6.5340, 2.4124], [-0.2072, -3.0645, 5.6471], [-1.2942, -2.5624, 6.9703], [-1.0933, -3.3886, 8.2187], [-1.6405, -5.0707, 8.0116], [-2.3188, -2.6263, 6.6070], [-1.0711, -1.5165, 7.1806], [-1.6760, -2.9658, 9.0368], [-0.0474, -3.4090, 8.5200], [-4.2669, -1.4695, 5.2041], [-5.5560, -2.5389, 4.5877], [-5.2256, -3.0958, 3.2254], [-5.2446, -1.8330, 1.9629], [-6.4857, -1.9731, 4.5757], [-5.6608, -3.3543, 5.3027], [-5.9675, -3.8415, 2.9405], [-4.2455, -3.5688, 3.2145]]
}